(1)
61
Properties=species:S:1:pos:R:3:forces:R:3 method="wB97M-V/def2-TZVPD" orbital_gap_ev=8.8 charge=+1 e_lumo_ev=-2.2 max_force_ev_per_a=0.6
N 5.541 0.863 4.838 -0.09 0.01 -0.30
C 5.820 0.981 3.601 0.12 0.11 -0.13
N 6.845 0.337 2.895 -0.25 -0.20 0.20
N 5.104 1.858 2.757 -0.03 -0.03 0.56
C 3.949 2.519 3.368 -0.02 0.16 -0.14
C 2.760 1.571 3.474 0.02 -0.26 0.26
C 1.629 2.175 4.327 0.16 0.17 -0.18
C 0.194 1.934 3.853 -0.14 0.02 0.31
C -0.383 0.531 4.045 0.01 -0.16 -0.10
O -1.608 0.429 3.256 0.05 -0.10 0.18
C -1.417 -0.339 2.170 -0.36 -0.02 -0.11
O -2.322 -0.649 1.438 0.43 0.13 0.05
C 0.063 -0.657 2.064 0.04 0.08 -0.21
C 0.449 -0.648 3.529 -0.09 -0.02 0.03
Cl -0.184 -2.164 4.269 0.09 -0.03 0.03
H 6.100 0.143 5.286 0.00 -0.01 -0.03
H 6.542 0.004 1.989 0.06 0.20 -0.04
H 7.263 -0.420 3.420 0.09 0.13 0.01
H 5.737 2.533 2.346 0.01 -0.20 -0.20
H 4.189 2.920 4.360 0.01 -0.13 -0.03
H 3.690 3.371 2.729 0.00 -0.12 0.05
H 2.414 1.292 2.472 0.01 0.17 0.01
H 3.128 0.654 3.947 -0.02 0.11 -0.10
H 1.748 1.859 5.368 -0.05 0.01 -0.05
H 1.769 3.263 4.334 -0.07 -0.09 0.05
H 0.064 2.236 2.808 0.15 -0.08 0.02
H -0.458 2.591 4.440 0.00 -0.02 -0.21
H -0.669 0.357 5.084 0.02 0.09 -0.08
H 0.312 -1.555 1.505 -0.23 -0.06 0.16
H 0.498 0.198 1.530 0.16 -0.04 0.15
H 1.502 -0.621 3.782 -0.05 0.18 -0.18
C -0.374 -1.509 -4.801 0.01 -0.10 0.06
C -1.836 -1.112 -4.814 0.05 0.09 -0.11
N -2.718 -1.833 -3.819 -0.05 -0.18 -0.02
C -2.738 -3.290 -4.181 0.02 0.08 0.05
C -4.152 -1.366 -3.987 -0.04 0.10 -0.02
C -4.488 0.072 -3.634 -0.02 0.00 0.06
C -2.223 -1.769 -2.388 0.00 0.03 -0.01
C -1.969 -0.427 -1.735 0.11 0.13 0.08
O -0.928 0.284 -2.377 -0.06 -0.04 -0.11
C -1.129 1.683 -2.525 0.04 0.00 0.02
H -0.221 -2.554 -5.069 0.00 0.02 -0.04
H 0.134 -0.909 -5.555 -0.01 0.01 -0.01
H 0.103 -1.302 -3.847 -0.02 0.04 0.00
H -2.272 -1.334 -5.789 -0.06 0.02 0.02
H -1.950 -0.048 -4.633 0.06 -0.02 0.09
H -3.086 -3.390 -5.206 0.01 -0.02 -0.01
H -3.416 -3.806 -3.506 -0.01 -0.01 0.00
H -1.741 -3.702 -4.080 0.01 -0.01 -0.01
H -4.759 -2.049 -3.395 0.01 -0.02 0.00
H -4.373 -1.548 -5.038 0.00 -0.04 0.00
H -4.641 0.209 -2.567 0.04 0.01 0.00
H -5.433 0.315 -4.117 0.01 -0.03 -0.05
H -3.752 0.791 -3.987 0.00 0.00 -0.01
H -1.301 -2.348 -2.375 0.00 -0.01 0.01
H -2.967 -2.305 -1.799 0.02 0.00 0.05
H -1.670 -0.667 -0.710 -0.10 -0.04 0.01
H -2.869 0.176 -1.647 -0.02 0.01 -0.07
H -1.870 2.063 -1.820 0.01 0.00 0.02
H -1.448 1.924 -3.545 -0.04 0.00 0.02
H -0.181 2.184 -2.338 0.01 -0.01 -0.01

***

(2)
62
Properties=species:S:1:pos:R:3:forces:R:3 method="wB97M-V/def2-TZVPD" orbital_gap_ev=9.1 charge=+1 e_lumo_ev=-2.5 max_force_ev_per_a=1.3
C 2.106 2.227 2.176 -0.44 -0.12 -0.48
C 2.011 1.280 0.969 -0.07 0.55 0.30
O 2.221 -0.046 1.389 -0.06 -0.16 0.01
C 2.514 -0.962 0.335 -0.05 -0.31 -0.17
C 1.541 -2.137 0.312 -0.44 0.53 -0.14
C 0.077 -1.625 0.368 0.52 -0.39 0.30
C -0.445 -1.601 1.820 0.21 0.18 -0.34
C -1.293 -0.383 2.208 -0.29 -0.55 -0.24
C -2.690 -0.240 1.521 0.91 0.62 -0.63
C -2.517 0.780 0.368 -0.42 0.22 0.22
N -3.751 1.102 -0.353 0.30 0.15 0.13
C -4.371 2.362 0.072 -0.14 0.00 -0.12
C -3.258 -1.572 1.054 -0.69 0.23 0.51
C -4.769 -1.525 0.872 0.11 -0.74 -0.08
N -5.379 -1.184 2.174 0.36 1.04 -0.67
C -4.734 -0.258 2.908 -0.43 0.10 -0.11
N -5.270 0.077 4.087 0.57 0.27 -0.17
F -6.422 -0.508 4.452 -0.34 -0.08 0.07
N -3.616 0.374 2.530 -0.07 -1.15 0.45
H 2.604 3.147 1.877 0.14 0.00 0.20
H 2.618 1.745 3.004 0.20 0.06 -0.04
H 1.103 2.507 2.508 0.05 -0.04 0.16
H 1.014 1.403 0.518 0.04 -0.17 -0.15
H 2.729 1.577 0.198 0.15 -0.16 0.04
H 3.539 -1.319 0.437 0.04 0.05 0.06
H 2.440 -0.469 -0.636 -0.02 0.18 0.03
H 1.728 -2.820 1.141 0.02 -0.12 -0.04
H 1.689 -2.660 -0.632 0.21 -0.15 0.10
H 0.076 -0.631 -0.080 -0.15 0.08 0.00
H -0.537 -2.273 -0.259 -0.13 0.08 -0.01
H -0.946 -2.547 2.031 -0.09 0.06 0.11
H 0.428 -1.570 2.472 -0.03 0.04 0.06
H -0.701 0.499 1.958 0.00 0.14 0.22
H -1.425 -0.423 3.294 -0.03 0.09 -0.01
H -1.782 0.384 -0.331 0.02 -0.14 0.04
H -2.078 1.688 0.807 0.05 -0.03 -0.03
H -3.509 1.219 -1.328 -0.13 -0.20 -0.06
H -3.755 3.238 -0.162 0.01 0.01 0.03
H -4.566 2.375 1.142 0.05 -0.13 0.04
H -5.333 2.466 -0.430 0.04 0.08 -0.03
H -2.790 -1.898 0.130 0.15 0.03 0.00
H -3.067 -2.308 1.839 0.12 -0.15 -0.17
H -5.090 -0.852 0.082 0.11 0.24 0.13
H -5.111 -2.529 0.616 -0.08 0.04 0.10
H -6.370 -0.979 2.097 -0.09 -0.50 0.45
H -4.932 0.777 4.728 -0.19 0.02 0.10
H -3.112 0.794 3.303 0.01 0.21 -0.14
C 5.078 0.482 -5.233 -0.03 0.05 0.07
C 5.740 1.202 -4.050 0.00 -0.04 -0.02
C 4.860 0.963 -2.817 0.20 0.21 -0.06
S 4.039 -0.613 -3.092 0.24 -0.02 -0.14
O 2.618 -0.378 -3.207 -0.03 -0.07 0.14
O 4.548 -1.597 -2.170 -0.22 -0.03 0.07
C 4.711 -0.908 -4.723 0.05 0.11 -0.23
H 5.740 0.425 -6.095 0.00 0.00 0.00
H 4.175 1.017 -5.537 0.00 -0.02 -0.01
H 6.734 0.784 -3.879 -0.01 -0.01 0.00
H 5.862 2.267 -4.241 0.00 0.00 0.01
H 5.436 0.896 -1.897 -0.08 -0.06 0.05
H 4.084 1.720 -2.716 -0.06 -0.07 -0.01
H 3.965 -1.419 -5.327 -0.05 -0.04 0.10
H 5.592 -1.537 -4.600 -0.01 -0.02 0.04

***

(3)
64
Properties=species:S:1:pos:R:3:forces:R:3 method="wB97M-V/def2-TZVPD" orbital_gap_ev=9.2 charge=0 e_lumo_ev=0.7 smiles="CNCN(COC)C(=O)O.CCOC(C)=O.CCOC(C)=O.CCOC(C)=O" max_force_ev_per_a=1.1
C 1.506 0.049 -0.486 0.11 0.25 -0.11
N 2.084 -1.084 0.240 -0.38 -0.32 0.05
C 1.098 -2.014 0.726 0.12 0.25 -0.24
N 0.551 -1.504 1.995 -0.42 -0.97 0.04
C 1.484 -1.539 3.111 0.04 0.86 0.13
O 1.998 -2.826 3.367 -0.03 -0.04 0.00
C 1.265 -3.597 4.306 -0.10 -0.18 0.06
C -0.760 -1.898 2.319 -0.08 0.52 0.23
O -1.504 -1.255 3.017 0.35 -0.40 -0.16
O -1.201 -3.065 1.775 0.01 0.04 -0.03
H 1.704 -0.018 -1.561 -0.01 0.10 0.16
H 1.885 1.001 -0.104 0.04 -0.19 -0.12
H 0.418 0.072 -0.366 0.13 -0.09 0.04
H 2.789 -1.564 -0.296 0.01 0.05 0.00
H 1.554 -3.009 0.821 0.06 0.10 0.19
H 0.240 -2.104 0.041 0.09 0.02 0.02
H 0.961 -1.136 3.988 0.05 -0.07 -0.13
H 2.315 -0.875 2.862 -0.03 -0.28 -0.05
H 0.261 -3.193 4.481 0.09 -0.01 -0.03
H 1.797 -3.640 5.263 -0.04 0.07 -0.08
H 1.160 -4.621 3.931 0.04 0.15 0.01
H -0.457 -3.573 1.423 -0.08 0.07 -0.05
O 0.440 2.299 -2.661 0.00 0.04 -0.07
C -0.432 1.684 -3.213 -0.08 0.00 -0.05
O -0.476 0.349 -3.051 0.19 -0.05 0.09
C -1.569 -0.478 -3.463 -0.24 -0.09 -0.04
C -1.490 -0.879 -4.920 0.12 0.13 -0.04
C -1.437 2.355 -4.121 -0.16 0.00 0.16
H -2.518 0.000 -3.214 -0.02 0.01 -0.04
H -1.492 -1.363 -2.833 0.00 0.01 0.03
H -1.557 -0.015 -5.582 -0.05 0.00 0.00
H -2.304 -1.562 -5.161 0.00 -0.01 0.03
H -0.543 -1.378 -5.120 -0.01 -0.04 0.01
H -0.989 2.456 -5.110 0.00 -0.01 -0.02
H -1.633 3.349 -3.729 0.09 0.03 -0.03
H -2.380 1.824 -4.216 0.04 -0.05 -0.04
O -3.737 -3.263 -1.865 0.05 0.02 -0.12
C -4.372 -2.573 -1.114 0.16 -0.01 0.30
O -4.911 -1.433 -1.593 -0.06 0.02 -0.23
C -5.812 -0.615 -0.838 0.01 0.10 0.13
C -5.081 0.344 0.078 0.08 -0.05 0.00
C -4.507 -2.905 0.353 -0.24 -0.05 -0.06
H -6.528 -1.235 -0.298 0.03 -0.02 0.02
H -6.371 -0.064 -1.593 0.01 -0.02 -0.03
H -4.499 -0.181 0.834 -0.03 -0.01 0.02
H -5.792 0.995 0.586 -0.01 0.01 -0.01
H -4.394 0.964 -0.499 -0.02 0.02 -0.01
H -3.618 -2.542 0.872 0.00 -0.02 0.01
H -4.541 -3.987 0.449 0.11 -0.01 -0.01
H -5.389 -2.488 0.832 0.05 0.06 0.01
O 3.223 1.446 1.846 0.04 0.00 0.16
C 3.767 2.508 1.738 0.08 0.03 0.02
O 4.191 2.886 0.514 -0.07 -0.02 -0.05
C 4.709 4.188 0.235 0.07 0.09 -0.03
C 6.187 4.295 0.549 0.01 -0.08 0.05
C 4.039 3.396 2.931 -0.16 0.12 -0.04
H 4.123 4.952 0.748 0.01 -0.01 0.02
H 4.540 4.323 -0.832 -0.02 -0.03 0.00
H 6.386 4.151 1.611 -0.02 0.04 0.01
H 6.563 5.278 0.261 -0.01 0.01 -0.01
H 6.741 3.536 -0.002 0.00 0.01 -0.02
H 4.960 3.056 3.405 0.02 0.00 0.00
H 3.222 3.267 3.636 0.03 -0.09 0.02
H 4.134 4.453 2.698 0.07 -0.02 -0.01